(A)
{"formula": "C2H7NO3", "method": "ωB97M-V/def2-TZVPD", "multiplicity": 1, "lumo_ev": 0.5, "homo_ev": -9.7, "gap_ev": 10.198, "smiles": "NCC(=O)O.O", "species": ["O", "C", "O", "C", "N", "H", "H", "H", "H", "H", "H", "H", "O"], "coordinates": [[-0.36, 0.30, -1.73], [-0.50, 0.17, -0.55], [-1.27, 1.03, 0.21], [-0.07, -1.02, 0.31], [-0.16, -2.30, -0.39], [-1.34, 1.82, -0.34], [0.96, -0.80, 0.60], [-0.74, -0.98, 1.16], [-0.40, -3.00, 0.30], [-0.86, -2.29, -1.13], [2.06, 2.99, 0.80], [0.89, 2.00, 0.24], [1.80, 2.10, 0.55]], "lowdin_charge": [0.13, -0.53, 0.07, -0.18, 0.01, 0.12, 0.12, 0.11, 0.07, 0.07, 0.04, 0.00, -0.04]}


(B)
{"formula": "C2H7NO3", "method": "ωB97M-V/def2-TZVPD", "multiplicity": 1, "lumo_ev": 0.5, "homo_ev": -10.0, "gap_ev": 10.446, "smiles": "O=CO.NCO", "species": ["N", "C", "O", "H", "H", "H", "H", "H", "O", "C", "O", "H", "H"], "coordinates": [[-2.71, -2.38, 0.53], [-1.27, -2.17, 0.54], [-0.73, -1.13, 1.34], [-3.25, -2.64, 1.43], [-3.14, -1.51, 0.41], [-0.78, -3.13, 0.77], [-0.99, -1.80, -0.49], [-0.60, -1.36, 2.25], [0.75, 2.51, -1.50], [1.65, 1.74, -1.15], [2.49, 1.99, -0.16], [1.89, 0.79, -1.58], [3.48, 1.84, -0.36]], "lowdin_charge": [-0.01, -0.35, -0.07, 0.11, 0.03, 0.11, 0.12, 0.05, 0.06, -0.38, 0.04, 0.12, 0.16]}


(C)
{"formula": "C2H7NO3", "method": "ωB97M-V/def2-TZVPD", "multiplicity": 1, "lumo_ev": 0.7, "homo_ev": -10.1, "gap_ev": 10.838, "smiles": "CNC(=O)O.O", "species": ["C", "N", "C", "O", "O", "H", "H", "H", "H", "H", "H", "H", "O"], "coordinates": [[-2.29, 0.64, -1.32], [-1.48, -0.44, -0.74], [-0.28, -0.16, -0.15], [0.36, 0.90, -0.73], [0.22, -0.77, 0.76], [-2.86, 1.21, -0.58], [-2.96, 0.20, -2.06], [-1.65, 1.36, -1.83], [-2.03, -1.00, -0.10], [1.30, 0.68, -0.79], [3.21, -1.11, 1.66], [2.18, -0.38, 2.50], [2.92, -0.22, 1.90]], "lowdin_charge": [-0.08, 0.03, -0.62, 0.08, 0.08, 0.09, 0.08, 0.08, 0.13, 0.13, 0.03, 0.03, -0.07]}


(D)
{"formula": "C2H7NO3", "method": "ωB97M-V/def2-TZVPD", "multiplicity": 1, "lumo_ev": 0.6, "homo_ev": -9.6, "gap_ev": 10.212, "smiles": "NCC(=O)O.O", "species": ["O", "C", "O", "C", "N", "H", "H", "H", "H", "H", "H", "H", "O"], "coordinates": [[-1.00, -0.65, 0.29], [-1.19, 0.20, -0.61], [-2.28, 1.05, -0.81], [-0.28, 0.24, -1.81], [1.14, 0.41, -1.61], [-2.15, 1.43, 0.05], [-0.67, 0.96, -2.63], [-0.56, -0.79, -2.23], [1.35, 1.44, -1.50], [1.54, 0.10, -0.79], [1.81, -0.88, 3.61], [1.12, -1.95, 4.45], [1.16, -1.57, 3.58]], "lowdin_charge": [0.08, -0.46, 0.07, -0.23, 0.01, 0.10, 0.15, 0.14, 0.10, 0.03, 0.01, 0.02, -0.04]}


Energies relative to the most stable structure, in kcal/mol: (A) 13.4; (B) 39.6; (C) 0.0; (D) 37.9.


(A)
{"formula": "CH2N2OS2", "method": "ωB97M-V/def2-TZVPD", "multiplicity": 1, "lumo_ev": -1.1, "homo_ev": -9.7, "gap_ev": 8.535, "smiles": "O=NNC(=S)S", "species": ["C", "N", "N", "O", "S", "S", "H", "H"], "coordinates": [[0.44, -0.03, -0.04], [-2.17, 0.20, 0.00], [-0.99, 0.74, 0.14], [-3.09, 1.00, -0.01], [1.79, 0.88, -0.01], [0.20, -1.75, 0.15], [-0.65, 1.74, 0.41], [1.35, -1.93, -0.37]], "lowdin_charge": [-1.15, -0.15, -0.10, -0.05, 0.67, 0.81, 0.14, -0.16]}


(B)
{"formula": "CH2N2OS2", "method": "ωB97M-V/def2-TZVPD", "multiplicity": 1, "lumo_ev": 0.0, "homo_ev": -10.1, "gap_ev": 10.171, "smiles": "N#C[S@](N)(=O)=S", "species": ["C", "N", "N", "O", "S", "S", "H", "H"], "coordinates": [[1.05, -1.07, 0.29], [1.57, -1.94, 0.85], [-1.25, 0.10, -0.01], [0.49, 0.44, -1.86], [1.28, 1.74, 0.66], [0.38, 0.40, -0.37], [-1.60, -0.17, 1.00], [-1.92, 0.49, -0.56]], "lowdin_charge": [-0.39, 0.15, -0.14, -0.39, 0.34, 0.26, 0.15, 0.01]}


Energies relative to the most stable structure, in kcal/mol: (A) 19.5; (B) 0.0.


(A)
{"formula": "C10H18BrFN2O", "method": "ωB97M-V/def2-TZVPD", "multiplicity": 1, "lumo_ev": -6.1, "charge": 2, "homo_ev": -14.6, "gap_ev": 8.450, "smiles": "C[N+]1(C)C(OCCC[NH3+])=CC=C(Br)[C@H]1F", "species": ["C", "C", "C", "C", "C", "C", "C", "C", "C", "C", "N", "N", "O", "F", "Br", "H", "H", "H", "H", "H", "H", "H", "H", "H", "H", "H", "H", "H", "H", "H", "H", "H", "H"], "coordinates": [[1.08, 2.54, -1.27], [0.30, 1.63, -0.47], [1.81, 2.07, -2.35], [0.57, 0.32, -0.48], [1.86, 0.61, -2.71], [2.91, -0.32, -0.54], [1.45, -1.62, -1.78], [-2.00, -0.76, 1.41], [-2.68, -0.44, 2.74], [-0.51, -0.37, 1.55], [1.72, -0.23, -1.37], [-4.18, -0.75, 2.64], [0.07, -0.71, 0.30], [3.02, 0.34, -3.21], [2.55, 3.35, -3.59], [1.08, 3.61, -0.96], [-0.23, 2.06, 0.29], [0.90, 0.35, -3.30], [2.75, -1.18, -0.01], [3.75, -0.33, -1.21], [2.93, 0.58, 0.01], [2.17, -1.96, -2.40], [1.31, -2.23, -0.97], [0.56, -1.70, -2.42], [-2.46, -0.06, 0.58], [-2.01, -1.81, 1.10], [-2.60, 0.64, 2.80], [-2.30, -0.97, 3.57], [0.05, -0.99, 2.23], [-0.28, 0.63, 1.94], [-4.39, -1.77, 2.48], [-4.51, -0.21, 1.91], [-4.70, -0.31, 3.48]], "lowdin_charge": [-0.08, 0.01, -0.56, -0.17, -0.33, 0.07, 0.02, -0.13, -0.13, -0.18, -0.16, 0.20, -0.05, 0.12, 0.84, 0.13, 0.10, 0.21, 0.09, 0.13, 0.12, 0.09, 0.09, 0.14, 0.17, 0.13, 0.14, 0.13, 0.14, 0.14, 0.21, 0.12, 0.22]}


(B)
{"formula": "C10H18BrFN2O", "method": "ωB97M-V/def2-TZVPD", "multiplicity": 1, "lumo_ev": [-6.2, -6.3], "charge": 2, "homo_ev": [-14.7, -14.4], "gap_ev": [8.506, 8.110], "species": ["C", "C", "C", "C", "C", "C", "C", "C", "C", "C", "N", "N", "O", "F", "Br", "H", "H", "H", "H", "H", "H", "H", "H", "H", "H", "H", "H", "H", "H", "H", "H", "H", "H"], "coordinates": [[-0.40, 2.67, 2.14], [0.11, 1.47, 1.46], [-1.58, 3.24, 2.12], [-0.51, 0.83, 0.45], [-2.80, 1.67, 0.54], [-1.09, 2.81, -0.82], [-2.00, 0.63, -1.44], [1.36, -2.29, -0.43], [2.67, -2.95, -0.06], [1.01, -1.04, 0.47], [-1.56, 1.49, -0.32], [2.93, -4.18, -1.00], [-0.08, -0.30, -0.16], [-3.62, 2.41, -0.23], [-2.69, 4.53, 2.63], [0.38, 3.08, 2.80], [0.89, 0.97, 2.05], [-3.30, 0.70, 0.86], [-1.60, 3.07, -1.85], [-1.40, 3.42, 0.07], [0.01, 2.67, -1.09], [-1.31, 0.19, -2.03], [-2.61, -0.25, -1.12], [-2.61, 1.14, -2.17], [0.67, -3.15, -0.32], [1.47, -1.78, -1.50], [2.62, -3.48, 0.89], [3.55, -2.39, -0.25], [1.70, -0.35, 0.72], [0.65, -1.58, 1.38], [3.76, -4.70, -0.75], [3.20, -3.76, -1.79], [2.17, -4.75, -1.25]], "lowdin_charge": [-0.17, 0.01, -0.60, -0.27, -0.07, 0.04, 0.00, -0.12, -0.09, -0.11, -0.24, 0.24, -0.03, 0.03, 0.96, 0.14, 0.13, 0.17, 0.16, 0.08, 0.15, 0.06, 0.14, 0.12, 0.14, 0.18, 0.14, 0.13, 0.09, 0.16, 0.18, 0.11, 0.16]}


Energies relative to the most stable structure, in kcal/mol: (A) 0.0; (B) 96.4.


(A)
{"formula": "C5H4FNS", "method": "ωB97M-V/def2-TZVPD", "multiplicity": 1, "lumo_ev": -1.3, "homo_ev": -9.2, "gap_ev": 7.857, "smiles": "N#CCC(=S)/C=C/F", "species": ["C", "C", "C", "C", "C", "H", "H", "H", "H", "N", "F", "S"], "coordinates": [[0.26, 0.74, -2.07], [-0.21, 0.28, -0.88], [0.62, 0.08, 0.24], [0.08, -0.33, 1.58], [-1.14, -1.14, 1.53], [1.32, 0.99, -2.30], [-1.30, -0.05, -0.91], [0.92, -0.80, 2.13], [-0.18, 0.64, 2.16], [-2.17, -1.67, 1.35], [-0.43, 0.79, -3.17], [2.22, 0.48, 0.33]], "lowdin_charge": [-0.15, -0.11, -0.76, -0.25, -0.22, 0.13, 0.14, 0.10, 0.16, 0.15, 0.09, 0.73]}


(B)
{"formula": "C5H4FNS", "method": "ωB97M-V/def2-TZVPD", "multiplicity": 1, "lumo_ev": 0.5, "homo_ev": -9.3, "gap_ev": 9.746, "smiles": "N#CC1=C(F)CSC1", "species": ["C", "C", "C", "C", "C", "H", "H", "H", "H", "N", "F", "S"], "coordinates": [[0.05, 1.05, -0.03], [0.64, -0.16, -0.07], [-0.20, -1.50, 0.17], [-1.43, 0.95, 0.15], [2.11, -0.32, 0.00], [-0.15, -2.47, -0.53], [-0.01, -1.95, 1.08], [-1.99, 1.48, 0.98], [-1.93, 1.53, -0.60], [3.21, -0.86, -0.03], [0.59, 2.20, -0.02], [-1.91, -0.78, -0.11]], "lowdin_charge": [-0.37, -0.21, -0.35, -0.42, -0.14, 0.12, 0.03, 0.11, 0.07, 0.13, 0.17, 0.85]}


Energies relative to the most stable structure, in kcal/mol: (A) 0.0; (B) 9.0.


(A)
{"formula": "C4H32BO24", "method": "ωB97M-V/def2-TZVPD", "multiplicity": 1, "lumo_ev": 1.7, "charge": -1, "homo_ev": -8.4, "gap_ev": 10.110, "species": ["O", "C", "O", "B", "O", "C", "O", "O", "C", "O", "C", "O", "O", "O", "H", "H", "O", "H", "H", "O", "H", "H", "O", "H", "H", "O", "H", "H", "O", "H", "H", "O", "H", "H", "O", "H", "H", "O", "H", "H", "O", "H", "H", "O", "H", "H", "O", "H", "H", "O", "H", "H", "O", "H", "H", "O", "H", "H", "O", "H", "H"], "coordinates": [[-1.24, 2.59, -1.81], [-0.77, 1.54, -1.38], [-0.39, 1.36, -0.12], [0.21, 0.01, 0.04], [0.18, -0.57, -1.33], [-0.40, 0.26, -2.18], [-0.56, 0.06, -3.38], [-0.59, -0.70, 1.08], [0.18, -1.15, 2.10], [-0.10, -1.81, 3.05], [1.61, -0.63, 1.82], [1.63, -0.09, 0.62], [2.55, -0.80, 2.54], [-3.22, -2.17, -1.72], [-4.03, -2.08, -1.20], [-2.91, -1.27, -1.83], [1.42, 1.38, 4.43], [1.96, 1.08, 3.70], [0.73, 1.91, 4.03], [4.99, 0.38, 3.74], [5.34, -0.34, 4.26], [4.44, -0.05, 3.08], [-2.47, -0.77, -5.30], [-2.27, 0.01, -4.79], [-3.43, -0.81, -5.32], [-2.22, -2.30, 4.99], [-1.63, -1.97, 5.66], [-1.84, -2.01, 4.16], [2.96, -0.91, -1.93], [3.07, -0.10, -1.42], [2.18, -1.32, -1.55], [5.04, -1.76, 1.14], [5.76, -1.54, 1.73], [4.80, -0.92, 0.74], [-2.36, 4.15, -4.42], [-1.44, 4.14, -4.69], [-2.55, 3.24, -4.20], [2.91, -4.30, 3.83], [2.82, -3.49, 3.32], [2.21, -4.26, 4.48], [-2.71, 5.16, -1.59], [-1.98, 4.65, -1.26], [-2.54, 5.25, -2.53], [-1.51, 1.18, 3.98], [-2.25, 0.65, 3.69], [-1.03, 1.38, 3.17], [-3.71, 1.55, -3.37], [-4.59, 1.38, -3.71], [-3.76, 1.29, -2.45], [2.73, 2.03, -1.40], [2.85, 2.20, -0.47], [2.30, 2.81, -1.74], [0.40, 1.95, -5.20], [0.57, 2.83, -4.86], [-0.02, 1.49, -4.47], [-3.43, -2.27, 1.46], [-2.67, -2.50, 0.92], [-4.01, -3.03, 1.40], [1.21, -3.87, 1.06], [0.30, -3.59, 1.01], [1.29, -4.55, 0.39]], "lowdin_charge": [0.12, -0.33, 0.22, -0.79, 0.20, -0.32, 0.12, 0.20, -0.37, 0.16, -0.39, 0.19, 0.14, -0.03, 0.02, 0.01, -0.03, 0.00, 0.01, -0.05, 0.03, -0.02, -0.05, -0.02, 0.02, -0.06, 0.03, -0.02, -0.04, -0.01, 0.01, -0.04, 0.02, 0.02, -0.04, 0.03, 0.00, -0.06, 0.00, 0.03, -0.07, 0.00, -0.01, -0.03, 0.04, 0.02, -0.02, 0.05, 0.04, -0.02, 0.05, 0.05, -0.04, 0.02, -0.02, -0.04, 0.01, 0.03, -0.01, 0.02, 0.04]}


(B)
{"formula": "C4H32BO24", "method": "ωB97M-V/def2-TZVPD", "multiplicity": 1, "lumo_ev": 1.6, "charge": -1, "homo_ev": -8.1, "gap_ev": 9.628, "species": ["O", "C", "O", "B", "O", "C", "O", "O", "C", "O", "C", "O", "O", "O", "H", "H", "O", "H", "H", "O", "H", "H", "O", "H", "H", "O", "H", "H", "O", "H", "H", "O", "H", "H", "O", "H", "H", "O", "H", "H", "O", "H", "H", "O", "H", "H", "O", "H", "H", "O", "H", "H", "O", "H", "H", "O", "H", "H", "O", "H", "H"], "coordinates": [[0.82, 2.67, -2.33], [0.99, 1.69, -1.57], [0.09, 1.19, -0.83], [0.46, -0.02, -0.12], [1.92, -0.05, -0.37], [2.23, 0.82, -1.32], [3.31, 0.86, -1.86], [-0.20, -1.26, -0.64], [-0.67, -1.93, 0.37], [-1.37, -2.98, 0.32], [-0.46, -1.18, 1.68], [0.14, -0.04, 1.33], [-0.77, -1.53, 2.85], [0.47, 2.35, 3.36], [-0.44, 2.05, 3.28], [0.44, 3.26, 3.08], [3.26, 0.91, -4.98], [3.29, 1.73, -4.48], [4.11, 0.85, -5.40], [-4.21, -4.51, 0.52], [-3.29, -4.73, 0.37], [-4.63, -5.35, 0.70], [-2.26, -5.96, -0.59], [-1.51, -5.57, -0.14], [-1.89, -6.32, -1.40], [3.41, 3.79, -0.12], [2.68, 3.46, -0.65], [3.93, 3.01, 0.08], [-3.62, -0.70, 4.28], [-2.69, -0.70, 4.04], [-4.06, -1.07, 3.52], [-0.14, -3.75, 4.50], [-0.82, -3.63, 5.17], [-0.23, -2.98, 3.94], [-3.69, -1.35, -1.03], [-4.62, -1.48, -0.87], [-3.33, -2.23, -1.10], [5.07, -1.39, -1.52], [4.32, -0.95, -1.92], [5.17, -2.19, -2.03], [-4.51, -1.94, 1.91], [-3.81, -1.79, 1.27], [-4.77, -2.85, 1.77], [2.68, 1.03, 2.87], [2.59, 0.70, 1.97], [1.86, 1.49, 3.04], [6.41, 0.79, -0.61], [7.30, 0.47, -0.48], [5.91, 0.01, -0.87], [-1.62, 2.90, -3.47], [-1.77, 3.84, -3.61], [-0.80, 2.85, -2.99], [-1.14, 4.27, -0.33], [-2.01, 4.24, 0.08], [-0.76, 3.41, -0.15], [-2.73, 1.46, 2.15], [-2.52, 0.76, 1.52], [-3.13, 2.15, 1.61], [0.52, 4.13, -4.81], [0.88, 4.03, -3.93], [0.19, 3.26, -5.04]], "lowdin_charge": [0.08, -0.34, 0.28, -0.81, 0.24, -0.35, 0.14, 0.26, -0.34, 0.09, -0.28, 0.22, 0.10, -0.02, 0.04, 0.06, -0.06, 0.02, 0.03, -0.05, -0.01, 0.04, -0.04, 0.04, 0.05, -0.03, 0.00, 0.03, -0.07, -0.01, -0.03, -0.06, 0.03, -0.02, -0.04, 0.04, 0.02, -0.04, 0.02, 0.05, -0.05, 0.01, 0.02, -0.06, 0.00, -0.05, -0.07, 0.02, -0.04, -0.07, 0.03, -0.04, -0.03, 0.03, 0.01, -0.02, 0.02, 0.04, -0.06, 0.00, 0.03]}


Energies relative to the most stable structure, in kcal/mol: (A) 2.9; (B) 0.0.